[1]
This record from the OMol25 dataset describes a structure of composition C36H50AsCl5HfN5O2S2Sb. The level of theory is ωB97M-V with the def2-TZVPD basis set.

XYZ file:
```
103
Properties=species:S:1:pos:R:3
Hf -0.04 -0.40 -0.02
Sb -1.01 2.16 -1.41
As 2.68 -0.13 0.39
Cl -1.29 2.20 6.08
Cl -0.16 4.10 3.86
Cl -1.57 -0.86 5.51
Cl -0.73 -1.95 2.61
Cl 0.75 2.84 1.11
S -3.82 0.86 0.18
S -4.57 -1.98 -0.24
O 1.65 -4.29 0.72
O 0.34 -2.30 -0.16
N 0.35 -0.56 -2.27
N 1.10 -1.41 -4.33
N -0.93 -2.09 -3.48
N -2.07 -1.14 -0.03
N -1.95 -2.52 -0.09
C -2.01 3.93 -0.59
C -5.60 0.45 0.36
C -0.75 -3.02 -0.08
C -1.83 5.20 -1.39
C -0.36 2.43 3.55
C 2.85 -1.45 1.86
C -2.24 -1.65 -3.05
C -0.87 1.58 4.54
C -5.89 -0.74 -0.51
C -3.33 -0.79 -0.03
C -1.01 0.21 4.29
C 0.52 -5.04 0.65
C 0.52 -6.36 1.08
C 0.18 -1.34 -3.34
C -0.67 -4.46 0.17
C 6.34 -2.28 3.11
C 4.60 -3.09 1.13
C 4.23 -0.59 -0.77
C -1.83 -5.25 0.13
C -1.80 -6.57 0.54
C -0.19 0.54 1.98
C -0.02 1.88 2.32
C -0.63 -7.12 1.03
C 3.67 1.32 1.31
C 6.69 -3.31 2.27
C 4.21 -2.06 1.99
C 0.68 3.08 -2.51
C 0.73 -1.62 -5.72
C 2.46 -0.97 -4.14
C -0.67 -0.27 3.02
C -0.93 -3.41 -4.08
C 5.10 -1.66 2.98
C -2.14 2.12 -3.30
C 5.82 -3.72 1.27
C -3.64 1.97 -3.15
C 2.02 3.13 -1.80
H 2.11 -2.23 1.68
H -5.78 0.25 1.42
H -2.14 5.06 -2.42
H -4.04 2.77 -2.53
H 1.98 3.81 -0.95
H -2.70 -7.16 0.51
H -1.66 4.07 0.43
H 1.44 -6.77 1.47
H 4.37 0.19 -1.53
H -5.89 -0.49 -1.57
H 0.36 4.08 -2.78
H -3.06 3.65 -0.55
H -2.68 -2.37 -2.36
H 0.09 -3.76 -4.21
H 2.78 -1.21 -3.12
H 4.62 0.91 1.66
H 1.19 0.01 -2.42
H -0.60 -8.14 1.37
H 2.58 0.10 -4.33
H -3.92 1.01 -2.72
H -1.46 -3.43 -5.03
H -2.89 -1.57 -3.93
H -1.44 -4.10 -3.40
H 3.91 -3.40 0.35
H 3.10 -1.51 -4.84
H -2.16 -0.67 -2.58
H 5.13 -0.64 -0.15
H -2.45 5.99 -0.97
H 2.36 -4.82 1.12
H 7.65 -3.80 2.38
H -4.12 2.05 -4.13
H 2.78 3.50 -2.47
H -6.17 1.33 0.06
H 6.09 -4.53 0.61
H 2.59 -0.91 2.77
H -0.80 5.55 -1.37
H 1.14 -0.81 -6.31
H 3.10 1.69 2.16
H 7.01 -1.96 3.89
H -1.91 3.06 -3.80
H 4.09 -1.55 -1.26
H 2.32 2.13 -1.45
H 3.87 2.15 0.63
H -2.74 -4.81 -0.22
H -6.84 -1.20 -0.26
H -0.35 -1.62 -5.84
H 1.14 -2.56 -6.10
H -1.73 1.31 -3.92
H 4.82 -0.87 3.66
H 0.76 2.50 -3.44
```

Values from the calculation:
- HOMO: -12.97 eV
- Multiplicity: 1
- HOMO-LUMO gap: 7.1 eV
- Electronic energy: -202642.869 eV
- Maximum force: 2.701 eV/A
- Total charge: +2

Atom charges from the Löwdin analysis, given in e for atoms 1 to 99: Hf 1.3187; Sb 1.3239; As 1.1207; Cl 0.7527; Cl 0.7339; Cl 0.7401; Cl 0.8457; Cl 0.7081; S 0.9391; S 1.0272; O 0.0358; O -0.2481; N -0.0308; N -0.1383; N -0.1387; N -0.2597; N -0.0323; C -0.4208; C -0.4459; C -0.4857; C -0.1661; C -0.6922; C -0.3060; C -0.0545; C -0.6835; C -0.4642; C -0.8940; C -0.6913; C -0.2432; C 0.0008; C -0.3995; C -0.0911; C -0.0593; C -0.0874; C -0.2514; C -0.0122; C -0.0601; C -0.4037; C -0.6884; C -0.0424; C -0.2688; C -0.0671; C -0.3157; C -0.3866; C -0.0272; C -0.0295; C -0.6710; C -0.0293; C -0.0453; C -0.3957; C -0.0635; C -0.1944; C -0.2186; H 0.0284; H 0.0917; H 0.0651; H 0.0600; H 0.0354; H 0.1113; H 0.0245; H 0.1250; H 0.0330; H 0.0826; H 0.0536; H 0.0207; H 0.0596; H 0.1004; H 0.0692; H 0.0378; H 0.0184; H 0.1180; H 0.1040; H 0.0251; H 0.0990; H 0.1129; H 0.0994; H 0.0993; H 0.1075; H 0.0454; H 0.0454; H 0.0848; H 0.1157; H 0.1110; H 0.0823; H 0.0828; H 0.0951; H 0.1106; H 0.0855; H 0.0678; H 0.1037; H 0.0150; H 0.1124; H 0.0557; H 0.0190; H 0.0125; H 0.0305; H 0.1054; H 0.0933; H 0.0919



[2]
This record from the OMol25 dataset describes a structure of composition C36H50AuN4O2P2Si2. The level of theory is ωB97M-V with the def2-TZVPD basis set.

XYZ file:
```
97
Properties=species:S:1:pos:R:3
Au 0.98 -0.24 -0.81
P 0.38 0.91 1.57
P -1.56 -1.10 -0.39
Si -0.57 -2.31 -3.11
Si 3.35 1.64 0.78
O 2.90 -1.94 -0.18
O 0.12 2.39 -2.13
N 1.41 -3.58 0.35
N 1.71 1.03 0.66
N -0.52 -1.47 -1.58
N 3.65 -3.76 0.92
C 1.67 -1.85 4.24
C -0.16 -0.69 5.30
C -1.79 4.33 1.44
C 0.71 3.60 -1.62
C 3.34 3.50 0.95
C 1.66 4.11 -2.73
C -2.95 0.53 -2.08
C 4.17 1.15 -0.81
C -0.29 4.52 3.32
C 0.18 3.24 3.07
C -3.20 -4.66 0.75
C -5.43 0.10 -0.90
C -2.88 -3.52 0.02
C -4.07 1.20 -2.56
C -2.70 -4.82 2.04
C -5.31 0.98 -1.97
C 1.58 -1.01 3.15
C -0.63 -0.01 0.53
C 0.01 -1.19 -4.47
C -0.26 0.16 4.20
C 1.36 3.18 -3.92
C -4.31 -0.56 -0.42
C -2.31 -2.88 -3.49
C 2.65 -3.04 0.32
C -0.33 2.50 2.00
C -1.56 -2.70 1.87
C 0.62 0.00 3.12
C 0.80 -1.70 5.32
C -1.32 3.05 1.19
C -3.07 -0.36 -1.01
C -1.89 -3.84 2.60
C 0.57 -3.78 -3.02
C -2.06 -2.54 0.58
C -1.28 5.06 2.50
C 4.23 0.93 2.26
C 0.03 2.57 -3.54
H 0.11 5.09 4.15
H 5.22 1.46 -0.82
H -0.84 -0.57 6.14
H 1.34 3.70 -4.88
H 1.19 3.37 -0.69
H 2.25 -1.13 2.30
H 5.21 1.41 2.34
H 1.44 5.15 -2.97
H 0.95 2.81 3.71
H 0.88 -2.35 6.18
H 4.58 -3.44 0.75
H 3.67 1.63 -1.66
H -1.98 0.71 -2.52
H 0.98 -0.71 -4.25
H 1.57 -3.50 -2.66
H -0.80 3.25 -3.78
H 2.11 2.38 -3.99
H -1.71 2.46 0.35
H 1.21 -4.47 0.77
H 4.39 -0.15 2.15
H 3.53 -4.74 1.12
H -2.56 4.75 0.81
H -0.72 -0.40 -4.69
H -3.09 -2.24 -3.07
H -3.28 -3.39 -0.98
H -0.08 4.33 -1.43
H 0.18 -4.57 -2.36
H -0.17 1.60 -4.00
H -2.48 -3.92 -3.16
H 2.54 3.86 1.61
H -3.84 -5.42 0.31
H 4.30 3.83 1.38
H -4.41 -1.24 0.42
H -1.01 0.93 4.19
H 0.67 -3.09 -0.12
H -2.44 -2.87 -4.58
H 2.70 4.06 -2.42
H 0.70 -4.22 -4.03
H 0.14 -1.78 -5.39
H -6.19 1.50 -2.35
H -1.50 -3.96 3.60
H -2.95 -5.71 2.60
H -0.92 -1.94 2.30
H 2.43 -2.63 4.26
H 4.13 0.06 -0.95
H -3.98 1.89 -3.40
H 3.69 1.11 3.20
H -6.40 -0.06 -0.44
H -1.65 6.06 2.70
H 3.23 4.00 -0.02
```

Values from the calculation:
- HOMO: -10.56 eV
- Multiplicity: 1
- HOMO-LUMO gap: 6.9 eV
- Electronic energy: -86222.241 eV
- Maximum force: 1.327 eV/A
- Total charge: +1

In elementary charge units, the Löwdin charges are: Au 1.0894; P 0.7006; P 0.6915; Si 0.3283; Si 0.3371; O -0.0686; O -0.2122; N 0.1981; N -0.3403; N -0.3637; N 0.1707; C -0.0635; C -0.0659; C -0.0657; C -0.1900; C -0.1615; C -0.1385; C -0.0835; C -0.1742; C -0.0642; C -0.0969; C -0.0613; C -0.0639; C -0.0808; C -0.0612; C -0.0641; C -0.0643; C -0.0972; C -0.3588; C -0.1814; C -0.0789; C -0.1456; C -0.0702; C -0.1635; C -0.6619; C -0.2996; C -0.0763; C -0.3057; C -0.0699; C -0.0756; C -0.3028; C -0.0643; C -0.1822; C -0.3010; C -0.0621; C -0.1744; C -0.2090; H 0.1118; H 0.0459; H 0.1112; H 0.1138; H 0.0725; H 0.0791; H 0.0406; H 0.1101; H 0.1136; H 0.1097; H 0.1107; H 0.0220; H 0.0851; H 0.0311; H 0.0256; H 0.1288; H 0.1059; H 0.0966; H 0.1139; H 0.0291; H 0.1021; H 0.1111; H 0.0213; H 0.0201; H 0.0942; H 0.1170; H 0.0307; H 0.0853; H 0.0336; H 0.0218; H 0.1121; H 0.0420; H 0.1062; H 0.1099; H 0.0485; H 0.0434; H 0.0949; H 0.0421; H 0.0432; H 0.1111; H 0.1078; H 0.1100; H 0.0777; H 0.1091; H 0.0114; H 0.1106; H 0.0333; H 0.1107; H 0.1112; H 0.0196



[3]
This record from the OMol25 dataset describes a structure of composition C36H50BBaF4N4O14. The level of theory is ωB97M-V with the def2-TZVPD basis set.

XYZ file:
```
110
Properties=species:S:1:pos:R:3
Ba -19.23 -18.28 3.29
F -20.23 -17.30 0.44
F -19.08 -19.07 1.16
F -18.80 -16.93 1.99
F -18.13 -17.55 -0.10
O -16.83 -13.90 2.05
O -20.53 -16.61 3.40
O -25.89 -18.92 -2.86
O -17.97 -18.70 5.02
O -18.36 -12.76 2.93
O -21.12 -19.14 2.02
O -18.24 -16.29 4.03
O -18.37 -24.54 2.80
O -16.53 -24.91 1.80
O -17.13 -17.82 2.42
O -20.39 -17.68 5.29
O -24.08 -18.88 -4.01
O -21.09 -18.87 -5.97
O -19.46 -20.28 -6.33
N -17.44 -24.20 2.07
N -20.09 -19.52 -5.62
N -17.98 -13.51 2.02
N -24.70 -18.62 -2.98
C -16.16 -18.06 3.44
C -17.63 -15.36 3.16
C -19.15 -15.63 4.90
C -20.67 -15.36 2.70
C -18.61 -15.05 0.19
C -20.44 -18.78 -3.18
C -16.63 -17.73 1.08
C -24.88 -17.23 -0.91
C -19.61 -19.36 -4.18
C -18.85 -13.88 0.94
C -22.11 -17.02 -0.76
C -16.72 -17.96 4.87
C -21.05 -18.57 6.20
C -22.66 -17.83 -1.73
C -21.49 -19.96 0.99
C -21.71 -17.36 3.52
C -19.74 -16.63 5.92
C -18.76 -19.32 -1.50
C -24.08 -17.88 -1.86
C -19.94 -18.73 -1.84
C -22.12 -18.11 2.30
C -20.08 -13.27 0.82
C -24.27 -16.48 0.12
C -17.54 -22.86 1.35
C -17.91 -19.76 -2.54
C -21.00 -13.61 -0.15
C -18.74 -20.85 0.90
C -16.53 -21.19 -0.05
C -16.51 -22.45 0.53
C -19.54 -15.36 -0.78
C -18.36 -19.80 -3.89
C -22.88 -16.34 0.13
C -20.73 -14.66 -0.97
C -18.68 -22.04 1.54
C -17.64 -20.39 0.14
C -18.19 -19.27 6.34
B -19.04 -17.70 0.88
H -21.09 -14.60 3.35
H -22.36 -20.60 1.17
H -23.09 -18.59 2.42
H -24.91 -15.99 0.84
H -19.54 -20.17 1.12
H -19.34 -16.24 -1.38
H -17.69 -19.42 -0.33
H -16.91 -16.85 0.50
H -21.71 -18.06 6.91
H -16.99 -20.25 -2.27
H -16.82 -14.76 3.59
H -22.54 -16.73 3.84
H -20.55 -18.24 -1.09
H -17.13 -18.53 0.54
H -18.30 -14.58 2.80
H -22.39 -15.71 0.85
H -21.12 -15.45 1.71
H -17.70 -15.64 0.28
H -21.64 -19.60 -0.03
H -15.64 -23.07 0.38
H -19.98 -15.26 4.30
H -18.35 -19.29 -0.50
H -15.31 -17.38 3.44
H -21.72 -19.18 5.60
H -17.64 -20.19 -4.60
H -25.96 -17.20 -1.02
H -17.17 -15.76 2.26
H -21.97 -13.20 -0.41
H -19.61 -15.11 2.61
H -18.88 -17.02 6.45
H -19.49 -22.26 2.21
H -20.33 -16.15 6.70
H -22.23 -17.47 1.43
H -21.04 -16.92 -0.74
H -20.28 -12.38 1.40
H -16.79 -16.90 5.11
H -18.02 -18.52 7.10
H -15.57 -17.99 1.06
H -22.06 -18.34 -2.47
H -15.97 -18.40 5.53
H -17.49 -20.09 6.49
H -15.75 -20.82 -0.71
H -21.62 -18.07 4.35
H -21.39 -18.32 -3.41
H -21.41 -14.90 -1.77
H -19.20 -19.66 6.46
H -20.49 -19.32 6.76
H -15.77 -19.07 3.32
H -18.69 -14.78 5.41
H -20.67 -20.67 0.91
```

Values from the calculation:
- HOMO: -11.42 eV
- Multiplicity: 1
- HOMO-LUMO gap: 7.5 eV
- Electronic energy: -84959.714 eV
- Maximum force: 16.768 eV/A
- Total charge: +1

Atom charges from the Löwdin analysis, given in e for atoms 1 to 99: Ba 2.7783; F 0.1498; F -0.1214; F -0.2444; F 0.0419; O 0.0319; O -0.5230; O 0.0785; O -0.4994; O 0.1018; O -0.3337; O -0.3479; O 0.0572; O 0.1046; O -0.3826; O -0.4533; O 0.0892; O 0.0813; O 0.0823; N -0.3541; N -0.3213; N -0.3993; N -0.3262; C -0.1252; C -0.1069; C -0.1232; C -0.0184; C 0.0499; C 0.0534; C -0.0229; C 0.0273; C -0.0970; C -0.1233; C -0.1395; C -0.1425; C -0.0418; C 0.0261; C -0.0834; C -0.1994; C -0.1292; C -0.0779; C -0.0805; C -0.0265; C -0.1217; C -0.0032; C -0.0150; C -0.0909; C 0.0399; C -0.0438; C -0.0771; C -0.0146; C 0.0084; C -0.0174; C 0.0142; C -0.1202; C -0.0532; C 0.0372; C -0.1002; C -0.0368; B -1.4645; H 0.1471; H 0.1256; H 0.1579; H 0.1120; H -0.0041; H 0.1261; H 0.0153; H 0.1104; H 0.1271; H 0.0991; H 0.1608; H 0.1732; H 0.0566; H 0.0764; H 0.0236; H 0.0875; H 0.0861; H 0.1095; H 0.1087; H 0.1241; H 0.0848; H -0.0371; H 0.1529; H 0.1168; H 0.1266; H 0.1191; H 0.1181; H 0.1319; H 0.0644; H 0.1069; H 0.1275; H 0.1555; H 0.0705; H 0.0524; H 0.1366; H 0.1309; H 0.1091; H 0.1394; H 0.0357